No. 1
A 2-piece molecular cluster, C10H20N3 overall. Source: the OMol25 dataset; level of theory: ωB97M-V/def2-TZVPD.

Its frontier orbital gap is 8.31 eV. Its HOMO energy is -11.60 eV. The LUMO energy is -0.121 Eh. The value obtained for the energy above the lowest of the compared OMol25 structures with the same formula, charge and spin is 301.6 kJ/mol. The charge is +1.

Each line ends with the natural charge from an NBO analysis.
Cartesian coordinates (Å):
C  -0.985  -2.680  -1.003  -0.33
C  0.212  -1.967  -1.202  -0.35
C  -1.048  -3.057  0.304  -0.08
C  0.817  -1.871  0.078  0.15
C  -1.500  2.367  0.698  -0.70
C  -0.034  1.394  -1.247  -0.75
C  -3.035  -0.196  0.347  -0.44
C  3.264  1.065  0.163  -0.40
C  2.080  -1.125  0.554  -0.24
C  -1.131  1.267  -0.279  0.50
N  0.045  -2.583  0.931  -0.50
N  -1.895  0.238  -0.382  -0.44
N  2.281  0.041  -0.267  -0.63
H  -1.620  -2.915  -1.752  0.23
H  0.726  -1.542  -2.109  0.24
H  -1.701  -3.751  0.842  0.23
H  -2.547  2.384  0.890  0.24
H  -1.269  3.463  0.347  0.27
H  -0.834  2.126  1.672  0.27
H  -0.389  1.429  -2.246  0.27
H  0.528  2.245  -0.850  0.24
H  1.822  -0.968  1.536  0.20
H  -3.458  0.654  0.891  0.23
H  -3.613  -0.912  -0.157  0.25
H  -2.753  -0.755  1.153  0.23
H  3.162  1.057  1.173  0.20
H  4.352  0.841  -0.236  0.19
H  2.944  2.000  -0.342  0.20
H  2.907  -1.773  0.602  0.20
H  0.054  -2.800  1.879  0.42
H  -1.561  -0.491  -0.892  0.43
H  0.679  0.480  -1.182  0.32
H  2.509  -0.255  -1.180  0.36

=====

No. 2
The molecule C10H20N6O4. Source: the OMol25 dataset; level of theory: ωB97M-V/def2-TZVPD.

Its frontier orbital gap is 9.34 eV. Its HOMO energy is -8.95 eV. The LUMO energy is 0.014 Eh. The value obtained for the energy above the lowest of the compared OMol25 structures with the same formula, charge and spin is 305.4 kJ/mol. The charge is 0.

Each line ends with the natural charge from an NBO analysis.
Cartesian coordinates (Å):
C  0.526  -0.607  -1.911  -0.13
C  1.269  -1.214  -0.745  0.66
C  -1.012  -0.871  -1.763  -0.39
C  -1.937  0.293  -2.033  -0.43
C  -1.827  1.437  -1.050  -0.26
C  0.196  2.673  -0.696  0.61
C  1.274  -1.472  1.623  -0.14
C  0.331  -2.723  1.588  0.80
C  1.042  -0.645  2.873  -0.51
C  -0.447  -0.458  3.229  0.67
H  0.410  -1.988  -3.429  0.36
H  1.777  -1.116  -3.485  0.37
H  0.863  0.420  -1.929  0.17
H  -1.134  -1.653  -2.482  0.20
H  -1.039  -1.267  -0.751  0.24
H  -3.016  -0.207  -1.954  0.22
H  -1.663  0.458  -3.055  0.21
H  -1.577  1.032  0.005  0.26
H  -2.737  2.077  -0.869  0.21
H  -0.585  2.181  -2.491  0.39
H  1.006  2.569  0.961  0.36
H  1.502  3.613  -2.003  0.37
H  1.070  4.462  -0.702  0.39
H  0.809  0.208  0.588  0.43
H  2.331  -1.728  1.684  0.24
H  1.575  -1.113  3.723  0.26
H  1.578  0.265  2.803  0.22
H  -0.592  1.536  2.227  0.45
H  -2.065  0.752  3.074  0.41
H  -0.095  -4.269  2.486  0.50
N  0.826  -1.037  -3.211  -0.83
N  -0.881  2.459  -1.544  -0.61
N  0.139  2.209  0.547  -0.84
N  1.298  3.539  -0.994  -0.86
N  0.952  -0.738  0.383  -0.64
N  -1.062  0.667  2.726  -0.88
O  2.012  -2.111  -0.899  -0.61
O  -0.624  -2.930  0.861  -0.60
O  -1.065  -1.199  3.954  -0.61
O  0.570  -3.505  2.658  -0.67

=====

No. 3
A 5-piece molecular cluster, C10H20O20S5 overall. Source: the OMol25 dataset; level of theory: ωB97M-V/def2-TZVPD.

Its frontier orbital gap is 11.28 eV. Its HOMO energy is -11.05 eV. The LUMO energy is 0.008 Eh. The value obtained for the energy above the lowest of the compared OMol25 structures with the same formula, charge and spin is 328.8 kJ/mol. The charge is 0.

Each line ends with the natural charge from an NBO analysis.
Cartesian coordinates (Å):
C  0.834  -1.747  -2.807  -0.11
C  -0.122  -2.689  -3.573  -0.10
O  -0.327  -3.728  -2.601  -0.68
S  1.068  -4.018  -1.758  2.49
O  2.017  -4.813  -2.489  -0.88
O  0.844  -4.358  -0.352  -0.88
O  1.503  -2.454  -1.805  -0.67
H  0.427  -0.793  -2.469  0.21
H  1.633  -1.482  -3.499  0.21
H  0.164  -3.193  -4.496  0.21
H  -1.050  -2.188  -3.847  0.21
C  -0.138  -0.734  2.896  -0.12
C  -0.487  -1.367  1.529  -0.10
O  0.228  -0.637  0.552  -0.68
S  0.856  0.805  1.168  2.42
O  0.338  1.956  0.370  -0.88
O  2.287  0.631  1.472  -0.84
O  -0.109  0.668  2.534  -0.67
H  0.872  -1.016  3.193  0.20
H  -0.785  -1.031  3.721  0.24
H  -1.555  -1.206  1.380  0.18
H  -0.189  -2.391  1.300  0.23
C  -0.374  5.094  0.528  -0.11
C  -1.086  6.155  1.381  -0.10
O  -1.591  7.123  0.426  -0.69
S  -1.805  6.491  -1.074  2.50
O  -0.900  7.043  -2.033  -0.89
O  -3.201  6.441  -1.388  -0.87
O  -1.184  5.020  -0.605  -0.70
H  -0.390  4.131  1.039  0.23
H  0.675  5.291  0.309  0.20
H  -0.418  6.822  1.926  0.21
H  -1.897  5.910  2.066  0.20
C  0.012  -6.420  5.156  -0.11
C  0.288  -6.094  3.683  -0.09
O  0.612  -4.708  3.870  -0.71
S  -0.248  -3.883  4.961  2.47
O  -1.641  -3.803  4.445  -0.88
O  0.495  -2.731  5.443  -0.83
O  -0.132  -5.242  5.916  -0.68
H  0.922  -6.926  5.477  0.21
H  -0.969  -6.876  5.293  0.21
H  -0.483  -6.196  2.919  0.20
H  1.047  -6.734  3.234  0.22
C  -0.223  2.413  -2.991  -0.11
C  -0.399  3.636  -3.903  -0.09
O  0.517  3.367  -4.919  -0.70
S  1.613  2.203  -4.643  2.49
O  2.926  2.795  -4.865  -0.85
O  1.278  1.006  -5.456  -0.90
O  1.139  2.032  -3.133  -0.68
H  -0.766  1.611  -3.491  0.18
H  -0.695  2.572  -2.022  0.25
H  -0.083  4.610  -3.528  0.21
H  -1.347  3.635  -4.441  0.21

=====

No. 4
The molecule C10H20OSi. Source: the OMol25 dataset; level of theory: ωB97M-V/def2-TZVPD.

Its frontier orbital gap is 9.33 eV. Its HOMO energy is -8.56 eV. The LUMO energy is 0.029 Eh. The value obtained for the energy above the lowest of the compared OMol25 structures with the same formula, charge and spin is 0.0 kJ/mol. The charge is 0.

Each line ends with the natural charge from an NBO analysis.
Cartesian coordinates (Å):
C  2.609  2.453  -0.697  -0.44
C  3.145  1.288  -0.366  -0.18
C  -3.258  0.278  -0.026  -0.40
C  -2.627  -0.287  -1.294  -0.39
C  -2.277  1.203  0.689  -0.39
C  -1.335  -1.026  -0.959  -0.40
C  -0.973  0.473  1.003  -0.40
C  -0.336  -0.091  -0.269  -0.69
C  1.229  -2.388  1.316  -1.14
C  2.722  0.456  0.777  -0.83
O  1.928  -1.660  -1.290  -1.10
Si  1.331  -0.968  0.064  1.88
H  2.926  3.008  -1.563  0.20
H  1.831  2.902  -0.101  0.18
H  3.924  0.860  -0.987  0.19
H  -4.171  0.825  -0.272  0.21
H  -3.531  -0.545  0.638  0.19
H  -3.328  -0.964  -1.789  0.21
H  -2.408  0.530  -1.986  0.19
H  -2.064  2.063  0.050  0.19
H  -2.725  1.575  1.612  0.21
H  -1.565  -1.863  -0.295  0.19
H  -0.897  -1.438  -1.870  0.21
H  -0.278  1.160  1.487  0.21
H  -1.177  -0.342  1.701  0.19
H  -0.159  0.754  -0.944  0.23
H  0.497  -3.128  1.012  0.24
H  2.187  -2.891  1.402  0.25
H  0.954  -2.026  2.300  0.24
H  2.243  1.047  1.551  0.22
H  3.552  -0.100  1.201  0.23
H  2.033  -1.159  -2.096  0.50

=====

No. 5
An isolated ion of composition C10H20P and charge +1. Source: the OMol25 dataset; level of theory: ωB97M-V/def2-TZVPD.

Its frontier orbital gap is 9.66 eV. Its HOMO energy is -13.65 eV. The LUMO energy is -0.147 Eh. The value obtained for the energy above the lowest of the compared OMol25 structures with the same formula, charge and spin is 268.8 kJ/mol. The charge is +1.

Each line ends with the natural charge from an NBO analysis.
Cartesian coordinates (Å):
C  -0.859  -0.340  -0.193  -0.18
C  -0.602  0.583  -1.065  0.02
C  -3.127  -1.263  -0.655  -0.61
C  0.149  1.416  -3.339  -0.59
C  1.570  1.977  2.479  -0.62
C  2.056  -1.997  1.430  -0.61
C  -1.855  -1.354  0.165  -0.45
C  -0.955  1.360  -2.223  -0.49
C  0.311  1.161  2.130  -0.52
C  1.969  -1.146  0.146  -0.61
P  0.774  0.319  0.307  1.01
H  -3.751  -1.939  -0.044  0.24
H  -3.143  -1.627  -1.716  0.22
H  -3.446  -0.288  -0.688  0.21
H  1.028  1.929  -2.966  0.22
H  -0.235  1.915  -4.233  0.24
H  0.412  0.414  -3.677  0.22
H  1.466  2.916  2.016  0.22
H  1.737  2.014  3.492  0.23
H  2.451  1.389  2.211  0.21
H  2.831  -2.733  1.360  0.25
H  2.385  -1.323  2.272  0.21
H  1.110  -2.416  1.709  0.22
H  -1.387  -2.400  0.195  0.25
H  -2.145  -1.052  1.245  0.24
H  -1.779  0.746  -2.670  0.26
H  -1.266  2.343  -1.949  0.25
H  -0.699  1.566  2.113  0.25
H  0.426  0.273  2.877  0.24
H  1.767  -1.798  -0.650  0.26
H  2.808  -0.643  -0.077  0.23

=====

No. 6
An isolated ion of composition C10H21Br2N3OP3 and charge +1. Source: the OMol25 dataset; level of theory: ωB97M-V/def2-TZVPD.

Its frontier orbital gap is 8.87 eV. Its HOMO energy is -12.50 eV. The LUMO energy is -0.133 Eh. The charge is +1.

Each line ends with the natural charge from an NBO analysis.
Cartesian coordinates (Å):
C  -3.492  0.978  2.535  -0.62
C  -2.058  1.492  2.375  -0.74
P  -0.692  0.261  2.464  1.01
C  -1.453  -1.383  2.500  -0.97
N  -0.025  0.234  0.768  -0.56
C  -0.619  0.183  -0.482  0.11
P  -2.405  -0.037  -0.838  0.79
C  -2.669  1.443  -1.886  -0.92
C  -2.229  -1.317  -2.126  -0.93
N  0.286  0.285  -1.410  -0.22
N  1.454  0.368  -0.759  -0.17
C  2.710  0.456  -1.486  -0.11
Br  2.573  1.901  -2.758  0.11
C  3.204  -0.852  -2.168  -0.28
C  4.610  -1.252  -1.676  -0.63
Br  1.970  -2.340  -1.943  0.04
C  1.287  0.327  0.547  0.11
P  2.505  0.254  1.926  1.51
O  2.320  -0.960  2.729  -1.02
H  -3.620  0.535  3.522  0.22
H  -3.733  0.222  1.801  0.22
H  -4.198  1.802  2.455  0.23
H  -1.839  2.165  3.204  0.25
H  -1.948  2.093  1.470  0.24
H  -0.690  -2.078  2.147  0.26
H  -2.323  -1.468  1.855  0.25
H  -1.707  -1.627  3.527  0.27
H  -3.613  1.272  -2.400  0.25
H  -1.865  1.564  -2.609  0.24
H  -2.745  2.321  -1.251  0.24
H  -3.161  -1.338  -2.686  0.25
H  -1.412  -1.089  -2.808  0.24
H  -2.049  -2.289  -1.675  0.25
H  3.457  0.785  -0.775  0.24
H  3.235  -0.676  -3.235  0.25
H  5.302  -1.233  -2.511  0.25
H  4.599  -2.259  -1.271  0.25
H  4.965  -0.587  -0.893  0.21
H  3.727  0.361  1.249  -0.07
H  2.342  1.484  2.573  -0.03

=====

Record-wise calculated total energy values, in hartree: -556.9709 -1022.5337 -3888.5400 -757.8142 -734.0131 -6804.9990